Entry from OMol25: C16H23IIrN2 as an isolated structure (ωB97M-V with the def2-TZVPD basis set).

The geometry in XYZ format:
```
43
Properties=species:S:1:pos:R:3
C -1.928 -2.169 1.075
C -1.856 -2.279 -1.310
H -1.629 -3.281 1.200
H -3.094 -2.041 0.908
H -1.415 -1.268 1.598
H -1.018 -1.764 -1.916
H -1.785 -3.416 -1.196
H -2.959 -1.927 -1.353
C 0.077 0.009 2.558
C 0.912 0.588 3.520
C 2.279 0.762 3.232
C 2.757 0.322 1.974
H -0.981 -0.086 2.739
H 0.490 0.901 4.465
H 2.943 1.225 3.940
H 3.783 0.470 1.681
N 0.526 -0.456 1.370
C 1.848 -0.309 1.069
C 2.203 -0.740 -0.251
N 1.139 -1.207 -0.983
C 1.351 -1.501 -2.299
C 3.730 -0.922 -2.167
C 2.615 -1.366 -2.925
H 0.507 -1.822 -2.840
H 2.711 -1.600 -3.969
C 3.498 -0.602 -0.808
H 4.308 -0.221 -0.177
H 4.703 -0.826 -2.611
Ir -0.738 -1.277 -0.177
I -3.920 0.192 2.180
C -1.302 2.513 0.646
C -1.893 1.648 -0.466
C -2.328 2.573 -1.616
C -0.888 0.586 -0.988
H -0.343 2.940 0.314
H -1.133 1.929 1.556
H -1.989 3.335 0.910
H -2.786 1.147 -0.050
H -1.444 3.101 -2.004
H -2.775 1.996 -2.433
H -3.058 3.327 -1.275
H -1.191 0.384 -2.038
H 0.072 1.131 -1.081
```

**Expectation value of S²**: 8.7670
**Spin multiplicity**: 6
**Calculated total energy**: -1134.0818 a.u.
**Charge**: +2

Löwdin population analysis, charges in e, atoms 1 to 4: atom 1 (C): -0.307, atom 2 (C): -0.233, atom 3 (H): 0.098, atom 4 (H): -0.007

---

Entry from OMol25: one molecule with the formula C16H23N2O7P (ωB97M-V with the def2-TZVPD basis set).

The geometry in XYZ format:
```
49
Properties=species:S:1:pos:R:3
C -3.984 -1.351 -3.441
C -4.862 -0.316 -2.797
C -6.348 -0.175 -3.176
C -4.483 0.539 -1.789
C -3.186 0.619 -1.053
O -3.131 1.473 -0.221
N -2.092 -0.087 -1.253
C -0.753 0.343 -0.708
C -0.792 -0.152 0.745
O 0.403 0.260 1.509
P 0.281 1.447 2.530
O 0.100 1.002 3.891
O -1.036 2.420 2.455
O 1.574 2.247 2.301
C 0.345 -0.244 -1.512
O 0.100 -1.107 -2.448
N 1.621 -0.105 -1.063
C 2.642 -1.137 -1.379
C 3.977 -0.812 -0.713
C 3.824 -0.412 0.717
C 4.512 0.779 1.207
C 4.440 0.989 2.630
C 3.594 0.286 3.486
O 3.446 0.688 4.825
C 3.065 -0.937 2.982
C 3.130 -1.261 1.636
H -3.341 -1.887 -2.705
H -3.301 -0.962 -4.237
H -4.445 -2.238 -3.903
H -6.343 -0.356 -4.200
H -7.078 -0.635 -2.533
H -6.628 0.887 -3.085
H -5.178 1.309 -1.556
H -2.189 -0.729 -2.093
H -0.605 1.438 -0.748
H -1.718 -0.092 1.194
H -0.702 -1.220 0.617
H -0.977 3.094 3.152
H 2.193 1.677 2.789
H 1.571 0.057 -0.086
H 2.856 -1.089 -2.494
H 2.308 -2.183 -1.302
H 4.348 0.105 -1.323
H 4.604 -1.659 -0.835
H 5.126 1.446 0.617
H 4.833 1.825 3.071
H 2.998 -0.029 5.367
H 2.600 -1.569 3.647
H 2.679 -2.187 1.288
```

**Structure (SMILES)**: CC(C)=CC(=O)N[C@@H](COP(=O)(O)O)C(=O)NCCc1ccc(O)cc1
**Calculated total energy**: -1601.0616 a.u.
**Charge**: 0

Löwdin population analysis, charges in e, atoms 1 to 4: atom 1 (C): -0.066, atom 2 (C): -0.266, atom 3 (C): -0.052, atom 4 (C): 0.035

---

Entry from OMol25: a 4-piece molecular cluster, C16H23N3O2S overall (ωB97M-V with the def2-TZVPD basis set).

The geometry in XYZ format:
```
45
Properties=species:S:1:pos:R:3
O 5.468 -0.205 -2.012
S 4.852 0.964 -1.486
O 5.640 2.035 -0.932
C 3.724 1.696 -2.687
C 2.546 2.154 -1.864
C 2.263 1.045 -0.829
C 3.588 0.518 -0.290
H 3.479 0.854 -3.339
H 4.317 2.432 -3.222
H 2.766 3.100 -1.365
H 1.703 2.294 -2.544
H 1.750 0.247 -1.368
H 1.582 1.396 -0.057
H 3.628 -0.565 -0.209
H 3.835 0.975 0.665
C -0.199 -3.014 -0.781
C -0.131 -2.751 -2.176
C -0.339 -1.406 -2.332
N -0.513 -0.852 -1.103
C -0.423 -1.824 -0.138
H -0.016 -3.946 -0.271
H 0.067 -3.497 -2.926
H -0.282 -0.806 -3.226
H -0.723 0.121 -0.945
H -0.587 -1.552 0.891
C -2.125 2.289 0.283
C -2.908 1.731 -0.762
C -2.282 2.008 -1.948
N -1.184 2.776 -1.663
C -1.089 2.960 -0.299
H -2.271 2.245 1.349
H -3.816 1.154 -0.693
H -2.485 1.692 -2.956
H -0.428 3.016 -2.280
H -0.259 3.532 0.077
C -3.820 -1.536 4.193
C -2.555 -1.482 3.540
C -1.813 -2.534 3.998
N -2.553 -3.160 4.970
C -3.782 -2.579 5.077
H -4.600 -0.802 4.076
H -2.339 -0.800 2.734
H -0.920 -3.019 3.643
H -2.229 -3.985 5.442
H -4.538 -2.917 5.764
```

**Structure (SMILES)**: O=S1(=O)CCCC1.c1cc[nH]c1.c1cc[nH]c1.c1cc[nH]c1
**Calculated total energy**: -1336.3615 a.u.
**Charge**: 0

Löwdin population analysis, charges in e, atoms 1 to 4: atom 1 (O): -0.308, atom 2 (S): 0.649, atom 3 (O): -0.321, atom 4 (C): -0.229

---

Entry from OMol25: C16H23N3O3 as an isolated structure (ωB97M-V with the def2-TZVPD basis set).

The geometry in XYZ format:
```
45
Properties=species:S:1:pos:R:3
C -5.303 -1.507 -0.323
C -4.203 -1.844 0.694
H -3.573 -2.597 0.364
H -4.828 -2.130 1.592
O -3.492 -0.932 0.913
C -2.555 -0.517 0.208
O -2.994 0.238 -0.750
C -3.219 1.765 -0.816
C -4.479 2.026 0.076
H -4.264 1.507 1.144
H -5.373 1.780 -0.276
H -4.666 3.170 0.181
H -2.307 2.078 -0.386
H -3.344 2.215 -1.668
C -1.349 0.132 0.867
N -0.235 0.338 0.321
C 0.359 1.425 -0.031
O -0.172 2.579 0.409
C 1.644 1.653 -1.090
N 2.430 0.540 -0.597
C 3.669 0.574 -0.294
C 4.394 1.764 0.297
C 5.760 1.512 0.692
C 6.170 0.134 0.964
C 5.454 -0.826 0.212
C 4.259 -0.730 -0.059
C 3.102 -1.745 -0.495
N 2.131 -0.633 -0.908
C 2.937 -3.078 -0.431
H 3.151 -3.498 0.531
H 3.835 -3.329 -1.206
H 2.032 -3.374 -1.091
H 5.846 -1.968 0.593
H 7.205 -0.198 1.161
H 6.379 2.149 0.921
H 4.203 2.886 0.070
H 2.081 2.512 -1.143
H 1.155 1.426 -1.777
H 0.280 -0.387 -0.214
H -1.748 1.226 1.541
H -1.046 -0.647 1.952
H -2.283 -1.280 -0.101
H -4.928 -1.198 -1.263
H -5.972 -2.540 -0.632
H -6.145 -0.671 -0.148
```

**Calculated total energy**: -1012.7538 a.u.
**Charge**: 0

Löwdin population analysis, charges in e, atoms 1 to 4: atom 1 (C): -0.066, atom 2 (C): -0.402, atom 3 (H): 0.117, atom 4 (H): 0.151

---

Entry from OMol25: a 5-piece molecular cluster, C16H23N4O overall (ωB97M-V with the def2-TZVPD basis set).

The geometry in XYZ format:
```
44
Properties=species:S:1:pos:R:3
O 0.266 0.021 0.285
H 0.297 0.852 -0.445
H -0.446 -0.810 0.057
H 0.241 0.206 1.299
N 1.826 -3.771 -1.751
C 0.877 -3.168 -2.607
C 1.033 -1.751 -2.495
C 2.128 -1.615 -1.406
C 2.558 -2.890 -1.010
H 2.021 -4.770 -1.796
H 0.204 -3.685 -3.194
H 0.414 -1.022 -3.143
H 2.580 -0.744 -1.124
H 3.038 -3.205 -0.133
N -2.322 -1.862 0.213
C -3.041 -1.075 1.034
C -3.281 0.087 0.371
C -2.850 -0.185 -1.080
C -2.221 -1.354 -1.101
H -1.992 -2.832 0.455
H -3.145 -1.176 2.121
H -3.686 1.027 0.789
H -2.898 0.635 -1.859
H -1.591 -1.744 -1.977
N 1.785 2.644 -0.842
C 0.686 3.321 -0.225
C -0.453 2.849 -0.888
C 0.008 1.882 -1.949
C 1.326 1.810 -1.870
H 2.905 2.874 -0.774
H 1.052 4.025 0.547
H -1.428 3.214 -0.599
H -0.618 1.284 -2.754
H 2.121 1.304 -2.527
N 1.178 0.348 3.151
C 1.269 1.643 2.842
C -0.008 2.045 2.710
C -1.002 0.838 3.037
C -0.163 -0.194 3.311
H 2.020 -0.186 3.407
H 2.141 2.216 2.669
H -0.522 3.064 2.298
H -1.959 0.975 2.991
H -0.331 -1.120 3.980
```

**Calculated total energy**: -917.2886 a.u.
**Charge**: +1

Löwdin population analysis, charges in e, atoms 1 to 4: atom 1 (O): 0.047, atom 2 (H): 0.137, atom 3 (H): 0.202, atom 4 (H): 0.093

---

Entry from OMol25: one molecule with the formula C16H23N5O3S (ωB97M-V with the def2-TZVPD basis set).

The geometry in XYZ format:
```
48
Properties=species:S:1:pos:R:3
C -5.560 3.273 0.586
C -4.438 3.362 -0.439
N -3.464 2.288 -0.251
C -2.359 2.582 0.552
O -2.196 3.681 1.051
C -1.500 1.447 0.681
C -1.778 0.230 0.082
N -0.822 -0.680 0.374
C 0.029 -0.027 1.151
S 1.458 -0.717 1.857
C 1.271 -2.442 1.306
C 2.414 -2.975 0.448
O 2.671 -4.159 0.446
N 3.045 -2.060 -0.303
C 4.174 -2.371 -1.153
C 5.444 -1.640 -0.679
C 5.550 -0.418 -1.586
C 5.107 -0.966 -2.939
C 3.931 -1.885 -2.598
N -0.320 1.257 1.372
C 0.378 2.231 2.163
N -2.882 0.039 -0.683
C -3.141 -1.250 -1.286
C -3.773 1.082 -0.862
O -4.774 0.945 -1.531
H -6.091 2.331 0.477
H -6.260 4.089 0.432
H -5.156 3.343 1.593
H -3.895 4.302 -0.329
H -4.839 3.273 -1.450
H 1.176 -3.073 2.189
H 0.340 -2.467 0.735
H 2.790 -1.087 -0.212
H 4.289 -3.455 -1.095
H 5.384 -1.385 0.378
H 6.311 -2.284 -0.825
H 6.556 -0.003 -1.611
H 4.865 0.364 -1.253
H 4.827 -0.182 -3.640
H 5.919 -1.545 -3.380
H 3.850 -2.718 -3.293
H 2.993 -1.330 -2.635
H -0.216 3.143 2.174
H 1.360 2.435 1.733
H 0.513 1.860 3.181
H -3.231 -2.009 -0.509
H -4.069 -1.173 -1.847
H -2.318 -1.517 -1.949
```

**Structure (SMILES)**: CCn1c(=O)c2c(nc(SCC(=O)NC3CCCC3)n2C)n(C)c1=O
**Calculated total energy**: -1521.2785 a.u.
**Charge**: 0

Löwdin population analysis, charges in e, atoms 1 to 4: atom 1 (C): -0.060, atom 2 (C): -0.180, atom 3 (N): 0.068, atom 4 (C): -0.364

---

Entry from OMol25: a 2-piece molecular cluster, C16H23N5O5 overall (ωB97M-V with the def2-TZVPD basis set).

The geometry in XYZ format:
```
49
Properties=species:S:1:pos:R:3
C -1.828 -1.393 2.529
C -1.102 -0.041 2.551
C 0.283 -0.134 3.189
O 0.437 -0.846 4.172
N 1.325 0.593 2.629
C 2.697 0.529 2.958
C 3.552 1.621 2.679
N 4.874 1.627 2.935
C 5.399 0.522 3.488
O 6.697 0.276 3.836
N 6.770 -1.052 4.378
C 5.559 -1.544 4.344
C 5.184 -2.916 4.815
C 4.645 -0.589 3.784
C 3.281 -0.613 3.521
H -2.007 -1.753 3.547
H -1.231 -2.138 1.994
H -2.793 -1.295 2.024
H -1.700 0.687 3.106
H -1.003 0.322 1.525
H 1.044 1.245 1.901
H 3.120 2.511 2.232
H 4.281 -2.869 5.431
H 5.995 -3.350 5.407
H 4.989 -3.563 3.956
H 2.709 -1.510 3.743
C -2.421 -1.657 -3.539
N -1.978 -0.914 -2.361
C -1.607 0.366 -2.204
O -1.104 0.655 -1.122
C -1.679 1.461 -3.305
C -2.150 2.812 -2.734
O -3.446 2.731 -2.177
N -2.360 1.181 -4.591
C -3.662 0.950 -4.775
C -4.110 0.680 -6.193
O -4.482 0.954 -3.867
H -1.832 -1.384 -4.415
H -3.481 -1.470 -3.720
H -2.293 -2.725 -3.361
H -1.887 -1.448 -1.511
H -0.635 1.621 -3.571
H -2.145 3.562 -3.526
H -1.457 3.135 -1.954
H -3.994 2.153 -2.743
H -1.782 1.163 -5.415
H -5.194 0.569 -6.205
H -3.829 1.516 -6.830
H -3.650 -0.237 -6.556
```

**Structure (SMILES)**: CCC(=O)Nc1cnc2onc(C)c2c1.CNC(=O)[C@H](CO)NC(C)=O
**Calculated total energy**: -1273.4741 a.u.
**Charge**: 0

Löwdin population analysis, charges in e, atoms 1 to 4: atom 1 (C): -0.096, atom 2 (C): -0.158, atom 3 (C): -0.445, atom 4 (O): 0.053

---

Entry from OMol25: C16H24AgS4Te as an isolated structure (ωB97M-V with the def2-TZVPD basis set).

The geometry in XYZ format:
```
46
Properties=species:S:1:pos:R:3
Ag -0.220 -0.393 -0.316
C 3.195 0.732 0.725
C 2.800 -0.008 1.993
S 1.021 -0.276 2.323
C 0.495 1.270 3.154
C 0.413 2.495 2.265
S -0.692 2.273 0.810
C 0.276 3.246 -0.414
C -0.261 3.067 -1.820
S -0.258 1.349 -2.456
C 1.449 1.091 -3.068
C 2.615 1.175 -2.095
S 2.612 -0.133 -0.795
H 4.284 0.766 0.679
H 2.816 1.751 0.712
H 3.204 0.514 2.859
H 3.206 -1.019 1.982
H 1.192 1.452 3.975
H -0.479 1.027 3.579
H 1.403 2.771 1.905
H 0.006 3.331 2.835
H 1.320 2.944 -0.347
H 0.199 4.295 -0.124
H 0.301 3.679 -2.525
H -1.307 3.365 -1.866
H 1.600 1.826 -3.859
H 1.392 0.103 -3.526
H 2.662 2.146 -1.612
H 3.532 1.029 -2.666
C -0.502 -4.856 -1.271
Te 0.573 -3.093 -0.618
C -0.489 -3.499 1.227
C -0.787 -4.964 1.200
C -1.105 -5.644 2.363
C -1.336 -7.008 2.326
C -1.247 -7.691 1.126
C -0.959 -7.008 -0.044
C -0.743 -5.638 -0.016
H 0.098 -5.404 -1.992
H -1.443 -4.583 -1.745
H -1.411 -2.913 1.251
H 0.119 -3.218 2.083
H -1.160 -5.099 3.293
H -1.568 -7.536 3.237
H -1.399 -8.758 1.099
H -0.894 -7.536 -0.983
```

**Calculated total energy**: -2631.6053 a.u.
**Charge**: +1

Löwdin population analysis, charges in e, atoms 1 to 4: atom 1 (Ag): 0.280, atom 2 (C): -0.492, atom 3 (C): -0.502, atom 4 (S): 0.814

---

Entry from OMol25: C16H24BaFN2O4PS2 as an isolated structure (ωB97M-V with the def2-TZVPD basis set).

The geometry in XYZ format:
```
51
Properties=species:S:1:pos:R:3
C -0.365 2.544 -3.239
O 0.875 1.963 -2.845
C 0.576 0.659 -2.314
C 1.830 -0.216 -2.321
C 1.720 -1.558 -1.495
C 0.317 -1.901 -0.993
C 0.014 -1.844 0.450
C 1.114 -1.488 1.454
O 1.062 -0.158 2.003
C 1.144 0.841 1.046
O 1.927 1.906 1.576
C 1.253 3.099 1.756
C 1.003 3.365 3.259
O 0.854 4.831 3.506
C -1.240 -2.151 0.895
C -1.729 -2.194 2.345
C -1.444 -0.956 3.204
F -0.380 -1.231 4.078
C -2.220 -2.487 -0.083
N -3.479 -2.778 0.176
S -4.253 -3.088 -1.194
N -3.015 -2.890 -2.211
C -1.955 -2.558 -1.516
C -0.610 -2.265 -1.937
P -0.179 -2.407 -3.736
S -1.400 -3.445 -4.821
H -0.285 3.634 -3.291
H -1.125 2.321 -2.462
H -0.739 2.094 -4.169
H -0.234 0.257 -2.936
H 0.134 0.820 -1.318
H 2.033 -0.478 -3.365
H 2.681 0.345 -1.915
H 2.007 -2.371 -2.171
H 2.478 -1.553 -0.712
H 1.007 -2.162 2.312
H 2.128 -1.642 1.072
H 1.644 0.503 0.127
H 0.118 1.138 0.756
H 0.336 3.227 1.155
H 1.938 3.908 1.433
H 0.112 2.850 3.651
H 1.867 3.060 3.857
H 0.150 4.976 4.149
H -2.820 -2.298 2.311
H -1.352 -3.123 2.793
H -1.172 -0.068 2.628
H -2.301 -0.772 3.866
H 1.076 -3.067 -3.748
H 0.039 -1.147 -4.330
Ba -1.137 5.952 3.265
```

**Calculated total energy**: -2296.8519 a.u.
**Charge**: +2

Löwdin population analysis, charges in e, atoms 1 to 4: atom 1 (C): -0.112, atom 2 (O): -0.183, atom 3 (C): -0.270, atom 4 (C): -0.141

---

Entry from OMol25: C16H24BeN6Si2 as an isolated structure (ωB97M-V with the def2-TZVPD basis set).

The geometry in XYZ format:
```
49
Properties=species:S:1:pos:R:3
Be 0.155 -0.517 -0.635
C 1.260 -1.611 2.670
Si -0.051 -0.697 1.585
C -1.737 -1.188 2.395
C 0.132 1.151 2.034
C 0.285 1.530 3.363
C 0.482 2.849 3.726
C 0.469 3.830 2.752
C 0.271 3.470 1.432
C 0.134 2.142 1.046
Si -0.043 1.690 -0.806
C -1.736 2.486 -1.295
C 1.247 2.815 -1.699
H 1.135 -1.422 3.731
H 2.262 -1.294 2.396
H 1.214 -2.688 2.528
H -1.817 -0.821 3.415
H -1.883 -2.264 2.425
H -2.567 -0.767 1.834
H 0.266 0.777 4.139
H 0.632 3.118 4.763
H 0.611 4.868 3.020
H 0.218 4.251 0.684
H -1.908 3.437 -0.802
H -2.554 1.827 -1.014
H -1.812 2.653 -2.367
H 1.194 3.854 -1.391
H 1.098 2.791 -2.776
H 2.259 2.467 -1.504
N 3.978 -2.931 -2.917
N 3.291 -2.096 -2.086
N 3.877 -1.212 -1.310
C 2.856 -0.588 -0.768
N 1.681 -1.084 -1.192
N 1.970 -2.054 -2.046
H 4.944 -3.002 -2.616
H 3.519 -3.835 -2.970
H 2.941 0.210 -0.064
C -3.680 -2.385 -2.020
C -2.881 -3.042 -1.092
C -1.607 -2.565 -0.849
N -1.111 -1.484 -1.443
C -1.855 -0.890 -2.369
C -3.138 -1.304 -2.692
H -4.684 -2.715 -2.230
H -3.253 -3.899 -0.557
H -0.951 -3.048 -0.144
H -1.404 -0.037 -2.843
H -3.706 -0.773 -3.438
```

**Calculated total energy**: -1546.3512 a.u.
**Charge**: 0

Löwdin population analysis, charges in e, atoms 1 to 4: atom 1 (Be): -0.073, atom 2 (C): -0.236, atom 3 (Si): 0.612, atom 4 (C): -0.226